Molecular formula: C32H42BINO20P
Method: DFT, ωB97M-V with the def2-TZVPD basis set

Structure (XYZ):
```
98
Properties=species:S:1:pos:R:3:forces:R:3:lowdin_charge:R:1
N -2.322138 0.372046 2.436974 0.51 0.85 -1.36 -0.026
C -2.855880 1.786622 2.131088 0.72 -0.53 -1.20 -0.215
C -2.715004 1.935227 0.472795 0.17 0.85 -1.47 -0.003
C -4.006477 1.501317 -0.497751 3.71 1.64 -2.30 -0.035
C -5.448145 0.957028 0.065767 -0.15 -0.57 -0.24 -0.061
C -5.682918 -0.635366 -0.345068 -4.42 -2.99 -1.79 -0.287
O -6.874694 -1.193355 -0.577126 7.60 3.95 1.71 -0.007
O -4.481576 -1.474736 -0.504227 -1.85 2.15 -1.23 -0.036
C -3.760417 1.662167 -2.134302 1.95 0.44 1.54 -0.069
C -4.941252 1.322008 -3.268936 1.79 0.62 0.55 -0.057
B -5.504798 2.798414 -3.777871 -0.50 2.04 -0.03 -0.416
O -6.395958 2.978718 -4.948870 3.29 0.87 1.53 0.036
O -5.046294 4.017619 -3.024645 -2.63 -1.75 -1.88 0.022
C -2.323291 2.207293 -2.791567 0.11 -0.26 5.18 0.065
C -1.125268 2.607909 -1.746377 -2.07 -0.71 0.33 -0.002
C -1.285093 2.507783 -0.088236 -2.37 -0.73 -3.03 0.012
C 0.007299 2.970018 0.808488 0.55 -2.27 3.27 -0.206
O 0.306594 2.370017 1.963210 -1.79 3.71 -6.38 -0.063
C 0.955922 4.167395 0.206388 1.49 2.20 -1.44 -0.022
C 1.704276 5.267731 1.163719 0.02 -0.42 -5.12 -0.204
P 1.542331 5.350584 3.064144 5.44 2.11 1.76 0.751
O 2.973122 5.792801 3.651403 -4.43 -1.33 -2.01 -0.548
C 2.679940 6.398966 0.412702 -1.48 -2.37 -2.50 0.035
C 2.885233 6.417057 -1.213726 -2.15 -2.22 0.80 -0.100
C 3.878758 7.483067 -2.032686 -0.50 -0.78 -0.32 -0.148
C 4.719053 6.519608 -3.110920 4.45 -4.54 5.31 -0.712
O 5.552814 5.613514 -2.529637 -5.56 6.10 -4.40 -0.125
I 4.510238 6.612555 -5.287041 0.03 0.05 1.50 0.773
C 2.085438 5.331495 -2.194788 -0.82 -0.57 5.31 0.079
C 1.138295 4.233184 -1.426742 1.43 1.68 0.45 -0.008
C 0.327380 3.135773 -2.376049 0.48 -1.33 -2.99 -0.160
O 0.741425 2.710171 -3.574465 -2.23 2.72 8.14 -0.068
H -2.415770 -0.181753 1.533275 0.13 0.70 1.65 0.067
H -1.285972 0.401230 2.613516 -1.38 0.20 -0.34 0.063
H -3.967445 1.799480 2.497810 2.16 0.36 -0.92 0.098
H -2.194853 2.627748 2.660882 -1.62 -1.98 -1.20 0.124
H -5.571994 1.026319 1.240201 0.61 -0.18 -2.47 0.128
H -6.389789 1.538563 -0.378847 2.28 -1.25 0.79 0.145
H -4.159740 -1.389245 -1.464769 -0.77 0.00 1.98 0.134
H -5.778148 0.615147 -2.857350 1.65 1.26 -0.90 0.115
H -4.337562 0.853168 -4.185957 -1.60 0.70 1.98 0.134
H -5.965315 3.734217 -5.471682 -1.24 -1.37 1.05 0.125
H -5.740222 4.747785 -3.111544 1.48 -1.43 -0.09 0.121
H -2.146328 2.328803 -3.945622 -0.46 -0.34 2.58 0.119
H 0.601999 6.401989 3.465034 0.20 -1.17 -0.80 0.018
H 1.154962 4.119591 3.703559 -0.33 0.63 -1.02 0.015
H 3.259622 7.194074 1.051746 -1.32 -1.88 -1.27 0.109
H 3.259151 8.305330 -2.604311 1.14 -1.80 1.16 0.117
H 4.659408 8.008587 -1.334579 -1.50 -1.26 -1.32 0.130
H 2.164400 5.310852 -3.363215 -0.11 0.06 2.57 0.093
C 1.903600 -2.692053 1.603621 0.35 0.41 0.24 -0.047
O 1.164680 -3.663141 0.865227 -1.09 0.08 -0.21 -0.040
C -0.178754 -3.472852 0.881026 -0.32 0.37 0.11 -0.577
O -0.768683 -2.571594 1.455956 0.87 -1.24 -0.83 0.107
O -0.752041 -4.459212 0.146314 0.73 0.71 0.56 -0.014
C -2.174668 -4.385850 0.074145 -0.61 0.00 -0.04 -0.040
H 2.965115 -2.941515 1.522249 -0.30 -0.19 -0.14 0.101
H 1.752057 -1.691716 1.185489 -0.11 -0.17 0.18 0.100
H 1.624241 -2.717180 2.661878 -0.06 0.14 -0.22 0.090
H -2.489188 -3.453185 -0.405223 0.05 -0.10 0.28 0.083
H -2.617127 -4.478630 1.071235 0.09 0.21 -0.17 0.105
H -2.525562 -5.221917 -0.537013 0.37 0.09 0.10 0.097
C 0.793597 -5.578110 3.007915 0.09 0.24 -0.41 -0.040
O 1.126467 -6.521094 4.024882 -0.79 -0.40 0.92 -0.013
C 0.117601 -6.785378 4.892994 -0.46 0.20 -0.21 -0.570
O -1.000232 -6.295028 4.864153 1.61 -0.71 0.09 0.114
O 0.568102 -7.689761 5.798812 -0.14 0.67 -0.73 -0.019
C -0.394490 -8.064546 6.782382 -0.33 -0.17 0.38 -0.049
H 1.672545 -5.442828 2.371663 -0.11 -0.31 0.38 0.102
H -0.026349 -5.953160 2.387028 0.06 0.13 0.20 0.106
H 0.535508 -4.609831 3.448829 -0.15 -0.21 -0.02 0.101
H -1.261917 -8.539070 6.312297 0.09 0.25 0.07 0.099
H -0.700160 -7.195700 7.374190 -0.07 -0.13 -0.22 0.099
H 0.072999 -8.790468 7.453306 0.16 0.18 -0.31 0.095
C 2.785062 -4.869005 6.627120 -0.54 0.13 -0.18 -0.038
O 4.029693 -5.353054 7.127950 0.88 -0.32 -0.60 -0.004
C 4.924071 -5.693615 6.165982 -0.16 0.03 -0.48 -0.555
O 4.744587 -5.617686 4.960641 0.29 -0.07 1.74 0.109
O 6.052741 -6.133383 6.777597 -0.93 0.36 -0.29 -0.011
C 7.089441 -6.529425 5.881571 0.38 -0.15 -0.30 -0.053
H 2.147755 -4.627208 7.482129 0.37 -0.12 0.02 0.099
H 2.933579 -3.957189 6.039745 0.01 -0.24 -0.02 0.101
H 2.283644 -5.638004 6.030630 0.26 0.22 0.00 0.075
H 7.410042 -5.683881 5.264439 -0.18 -0.20 0.00 0.098
H 6.760145 -7.364768 5.255207 0.00 0.27 0.00 0.099
H 7.942910 -6.862620 6.478413 -0.34 0.13 0.13 0.093
C 0.030698 2.802718 -10.814220 0.02 -0.16 -0.47 -0.055
O -0.062436 3.337594 -9.495328 0.29 -0.44 0.75 -0.015
C 0.428706 2.523827 -8.526908 0.22 -0.40 0.16 -0.563
O 0.920433 1.419607 -8.699324 -0.73 1.60 0.18 0.108
O 0.277818 3.151595 -7.333381 0.01 -0.40 -1.44 -0.012
C 0.754581 2.406822 -6.214245 0.11 0.01 0.36 -0.059
H -0.390807 3.536274 -11.506966 0.03 0.03 0.38 0.093
H 1.076623 2.631590 -11.088501 -0.21 -0.13 0.11 0.098
H -0.549095 1.877796 -10.897523 0.25 0.08 0.06 0.098
H 1.829515 2.219951 -6.304675 -0.21 -0.12 -0.05 0.107
H 0.203803 1.466032 -6.113628 0.21 0.08 -0.10 0.104
H 0.583830 3.003333 -5.313875 -0.06 -0.04 -1.09 0.046
```
Positions in Å, forces in eV/Å.

Calculated values
SMILES string: NCc1c(CC(=O)O)c(CB(O)O)cc2c1C(=O)c1c([PH2]=O)cc(CC(=O)I)cc1C2=O.COC(=O)OC.COC(=O)OC.COC(=O)OC.COC(=O)OC
Orbital gap (eV): 6.73
HOMO (eV): -8.95
F_max (eV Å⁻¹): 9.4
Molar mass (g/mol): 929.37